The following is a quantum chemistry calculation of a molecular structure, C5H8F2 at a distorted geometry, from the Open Molecules 2025 dataset.

Atoms and positions in Å:
C1 0.459 -1.688 -0.216
C2 -0.520 -0.480 0.000
C3 -0.235 0.557 1.173
C4 -0.363 1.529 0.075
C5 0.122 0.584 -0.905
H1 1.534 -1.429 -0.060
H2 0.515 -2.525 0.625
H3 0.540 -2.225 -1.071
H4 0.858 0.523 1.666
H5 -0.922 0.486 1.975
H6 -1.509 1.551 -0.230
H7 0.103 2.541 0.272
H8 -0.207 0.751 -2.001
F1 -1.792 -0.674 -0.202
F2 1.418 0.498 -1.101

Values from the calculation:
* total energy: -10746.719 eV
* energy above the lowest of the compared OMol25 structures with the same formula, charge and spin: 61.2 kcal per mole
* largest force on an atom: 6.8 eV Å⁻¹

***

The following is a quantum chemistry calculation of 2 unconnected molecules or ions with the total composition CH6S3, from the Open Molecules 2025 dataset.

Atoms and positions in Å:
C1 1.759 -0.196 0.463
S1 1.123 -1.536 -0.592
H1 0.999 0.514 0.778
H2 2.566 0.345 -0.021
H3 2.181 -0.676 1.346
H4 1.327 -0.831 -1.732
S2 -2.471 -0.478 -0.435
S3 -2.070 1.575 -0.336
H5 -3.809 -0.326 -0.371
H6 -1.605 1.608 0.902

Values from the calculation:
* total energy: -33639.654 eV
* SMILES string: CS.SS
* energy above the lowest of the compared OMol25 structures with the same formula, charge and spin: 5.6 kcal per mole
* largest force on an atom: 0.9 eV Å⁻¹

***

The following is a quantum chemistry calculation of a molecular structure, C17H12Br2CsF5INO6S at a distorted geometry, from the Open Molecules 2025 dataset.

Atoms and positions in Å:
C1 2.322 3.962 -0.344
C2 0.887 3.388 -0.294
C3 0.715 2.351 0.840
I1 -0.222 3.167 2.592
C4 0.159 1.006 0.424
C5 -1.194 0.637 0.244
C6 -2.339 1.630 0.458
Br1 -4.104 0.793 0.268
C7 -2.263 2.867 -0.457
C8 -1.973 2.519 -1.917
Br2 -3.962 3.854 -0.394
C9 -1.473 -0.684 -0.071
C10 -0.482 -1.630 -0.259
S1 -1.069 -3.220 -0.691
O1 -2.379 -3.080 -1.258
O2 -0.142 -4.088 -1.325
C11 -1.491 -4.005 0.958
F1 -2.535 -4.843 0.757
F2 -1.930 -3.057 1.802
C12 -0.312 -4.761 1.658
F3 0.820 -4.174 1.510
F4 -0.571 -4.780 3.011
F5 -0.272 -6.026 1.283
C13 0.853 -1.286 -0.120
C14 1.125 0.025 0.212
C15 2.632 0.138 0.288
O3 3.279 1.104 0.603
N1 3.186 -1.095 -0.051
C16 4.016 -0.992 -1.425
O4 3.400 -0.261 -2.188
O5 4.999 -1.645 -1.463
C17 2.165 -2.034 -0.212
O6 2.303 -3.221 -0.352
H1 2.863 3.803 0.582
H2 2.883 3.563 -1.182
H3 2.271 5.041 -0.493
H4 0.216 4.230 -0.159
H5 0.703 2.884 -1.237
H6 1.715 2.153 1.193
H7 -2.325 1.904 1.507
H8 -1.591 3.589 -0.016
H9 -1.773 1.461 -2.059
H10 -1.135 3.087 -2.309
H11 -2.823 2.765 -2.544
H12 -2.486 -1.014 -0.202
Cs1 -2.667 -6.026 2.832

Values from the calculation:
* total energy: -204752.080 eV
* largest force on an atom: 5.2 eV Å⁻¹

***

The following is a quantum chemistry calculation of a molecular structure, C37H40O2P2Pb at a distorted geometry, from the Open Molecules 2025 dataset.

Atoms and positions in Å:
Pb1 -0.445 2.300 -0.205
C1 -2.175 1.259 -3.050
C2 -1.934 -0.056 -2.816
C3 -0.891 -0.864 -3.490
C4 0.461 -0.114 -3.585
C5 0.780 0.753 -2.427
C6 0.612 2.117 -2.322
C7 -0.288 2.946 -3.216
C8 -1.429 2.214 -3.913
C9 0.034 0.356 1.614
H1 -3.178 1.629 -2.801
H2 -2.669 -0.627 -2.234
H3 -1.224 -1.170 -4.499
H4 -0.775 -1.808 -2.948
H5 1.224 -0.904 -3.668
H6 0.473 0.411 -4.548
H7 1.431 0.262 -1.707
H8 1.470 2.689 -1.907
H9 0.308 3.465 -3.974
H10 -0.690 3.765 -2.602
H11 -2.147 2.989 -4.224
H12 -1.062 1.746 -4.831
H13 0.251 1.240 2.279
H14 1.010 -0.113 1.328
H15 -0.509 -0.308 2.348
P1 -1.293 -1.172 0.599
P2 2.839 -0.820 0.414
C10 0.112 -1.767 -0.382
C11 1.515 -1.842 -0.189
C12 -2.203 -2.688 1.048
C13 -2.525 -3.574 0.009
C14 -3.464 -4.584 0.219
C15 -4.047 -4.734 1.477
C16 -3.689 -3.888 2.537
C17 -2.779 -2.849 2.327
C18 -2.789 -0.096 0.317
C19 -2.579 1.242 -0.144
C20 -3.497 2.297 0.147
C21 -4.796 1.943 0.480
C22 -5.136 0.601 0.563
C23 -4.152 -0.397 0.518
C24 4.257 -1.678 0.985
C25 4.069 -2.989 1.506
C26 5.129 -3.641 2.111
C27 6.396 -3.032 2.172
C28 6.610 -1.790 1.560
C29 5.555 -1.100 0.969
C30 3.223 0.932 0.126
C31 3.015 1.961 1.099
C32 3.228 3.296 0.782
C33 3.679 3.654 -0.491
C34 4.044 2.657 -1.395
C35 3.828 1.316 -1.089
H16 -0.217 -2.518 -1.124
H17 1.962 -2.803 -0.528
H18 -2.049 -3.449 -0.964
H19 -3.730 -5.230 -0.615
H20 -4.797 -5.508 1.623
H21 -4.131 -4.041 3.517
H22 -2.519 -2.166 3.135
H23 -2.110 1.330 -1.155
H24 -3.167 3.330 0.052
H25 -5.507 2.736 0.700
H26 -6.180 0.347 0.695
H27 -4.459 -1.426 0.664
H28 3.077 -3.439 1.445
H29 4.977 -4.634 2.523
H30 7.207 -3.537 2.688
H31 7.614 -1.369 1.536
H32 5.721 -0.119 0.522
H33 2.675 1.692 2.101
H34 3.056 4.086 1.523
H35 3.737 4.711 -0.784
H36 4.523 2.928 -2.344
H37 4.111 0.533 -1.801
C36 -1.706 2.163 4.234
C37 -2.011 2.813 2.897
O1 -3.224 2.987 2.719
O2 -1.032 3.131 2.106
H38 -2.036 2.832 5.028
H39 -0.660 1.932 4.374
H40 -2.313 1.249 4.353

Values from the calculation:
* total energy: -66926.653 eV
* energy above the lowest of the compared OMol25 structures with the same formula, charge and spin: 184.6 kcal per mole
* largest force on an atom: 4.7 eV Å⁻¹

***

The following is a quantum chemistry calculation of 6 unconnected molecules or ions with the total composition C29H78BN7O5, from the Open Molecules 2025 dataset.

Atoms and positions in Å:
C1 -1.261 2.276 -0.564
C2 -0.299 3.351 -1.094
C3 0.942 2.791 -1.828
B1 0.624 1.686 -2.939
C4 -0.440 1.974 -4.062
C5 -0.692 0.823 -5.065
C6 -1.642 1.219 -6.201
C7 -3.153 1.131 -5.846
N1 -3.427 0.835 -4.428
C8 1.429 0.320 -2.875
N2 0.509 -0.851 -2.751
C9 0.991 -1.790 -1.722
H1 -2.117 2.190 -1.241
H2 -1.659 2.536 0.421
H3 -0.800 1.288 -0.490
H4 0.024 3.976 -0.255
H5 -0.860 3.979 -1.790
H6 1.410 3.634 -2.357
H7 1.661 2.406 -1.098
H8 -1.382 2.271 -3.593
H9 -0.081 2.850 -4.630
H10 -1.086 -0.050 -4.546
H11 0.276 0.589 -5.529
H12 -1.471 0.589 -7.081
H13 -1.416 2.244 -6.518
H14 -3.617 0.367 -6.476
H15 -3.638 2.076 -6.131
H16 -4.258 0.257 -4.382
H17 -3.683 1.702 -3.963
H18 2.104 0.320 -2.009
H19 2.090 0.203 -3.750
H20 0.575 -1.357 -3.624
H21 1.888 -2.316 -2.080
H22 1.217 -1.260 -0.796
H23 0.226 -2.540 -1.507
C10 3.752 -4.527 -3.498
O1 3.315 -4.972 -2.228
C11 3.993 -6.106 -1.722
C12 5.328 -5.812 -1.025
C13 6.469 -5.504 -1.989
N3 5.232 -4.720 -0.052
H24 4.059 -5.359 -4.137
H25 4.575 -3.813 -3.409
H26 2.915 -4.015 -3.973
H27 3.311 -6.534 -0.983
H28 4.128 -6.853 -2.515
H29 5.592 -6.718 -0.473
H30 6.397 -4.493 -2.390
H31 7.425 -5.579 -1.473
H32 6.480 -6.205 -2.827
H33 4.553 -4.963 0.665
H34 4.819 -3.919 -0.525
C14 -5.834 7.307 -0.894
O2 -4.464 7.242 -1.240
C15 -3.701 6.297 -0.516
C16 -3.789 4.863 -1.046
C17 -5.079 4.134 -0.697
N4 -3.574 4.808 -2.495
H35 -5.985 7.127 0.174
H36 -6.431 6.595 -1.469
H37 -6.183 8.312 -1.132
H38 -2.664 6.631 -0.608
H39 -3.960 6.335 0.551
H40 -2.983 4.301 -0.568
H41 -5.921 4.452 -1.315
H42 -4.949 3.062 -0.855
H43 -5.342 4.285 0.351
H44 -2.652 5.177 -2.713
H45 -4.218 5.467 -2.928
C18 1.152 0.331 1.658
O3 0.858 0.700 2.991
C19 -0.178 -0.036 3.610
C20 0.249 -1.389 4.186
C21 0.452 -2.465 3.124
N5 1.456 -1.289 5.012
H46 0.249 0.020 1.124
H47 1.899 -0.466 1.614
H48 1.568 1.207 1.160
H49 -0.523 0.596 4.433
H50 -1.023 -0.158 2.917
H51 -0.567 -1.721 4.836
H52 1.394 -2.336 2.592
H53 0.479 -3.450 3.589
H54 -0.358 -2.456 2.392
H55 1.280 -0.664 5.792
H56 2.169 -0.818 4.462
C22 -3.887 1.688 2.735
O4 -5.123 1.933 2.092
C23 -5.676 0.830 1.400
C24 -6.453 -0.158 2.279
C25 -5.563 -1.068 3.121
N6 -7.417 0.510 3.157
H57 -3.276 0.978 2.168
H58 -4.026 1.315 3.753
H59 -3.355 2.637 2.794
H60 -6.374 1.264 0.678
H61 -4.895 0.315 0.824
H62 -7.020 -0.797 1.596
H63 -5.156 -0.545 3.987
H64 -6.141 -1.911 3.497
H65 -4.731 -1.462 2.534
H66 -8.092 1.018 2.594
H67 -6.922 1.231 3.674
C26 4.933 -3.181 5.426
O5 4.793 -3.449 4.044
C27 4.857 -2.318 3.199
C28 6.273 -1.863 2.826
C29 6.996 -1.114 3.941
N7 7.111 -2.968 2.362
H68 4.476 -2.224 5.695
H69 5.982 -3.184 5.734
H70 4.418 -3.975 5.966
H71 4.350 -2.621 2.277
H72 4.280 -1.489 3.632
H73 6.156 -1.166 1.988
H74 7.369 -1.795 4.707
H75 7.857 -0.583 3.536
H76 6.342 -0.383 4.422
H77 6.673 -3.397 1.550
H78 7.083 -3.694 3.072

Values from the calculation:
* total energy: -52679.381 eV
* SMILES string: CCCB(CCCCN)CNC.COC[C@@H](C)N.COC[C@@H](C)N.COC[C@@H](C)N.COC[C@@H](C)N.COC[C@@H](C)N
* energy above the lowest of the compared OMol25 structures with the same formula, charge and spin: 4.6 kcal per mole
* largest force on an atom: 0.7 eV Å⁻¹

***

The following is a quantum chemistry calculation of a single C3H3NO2S molecule at a distorted geometry, from the Open Molecules 2025 dataset.

Atoms and positions in Å:
O1 -2.571 0.279 0.836
C1 -1.526 -0.332 0.785
C2 -0.415 0.125 0.007
O2 -0.564 1.194 -0.831
N1 0.704 -0.436 0.129
C3 1.908 -0.377 -0.454
S1 3.235 0.089 0.379
H1 -1.276 -1.377 1.336
H2 -1.443 1.736 -0.714
H3 1.948 -0.901 -1.473

Values from the calculation:
* total energy: -19578.022 eV
* SMILES string: O=C/C(O)=N/C=S
* energy above the lowest of the compared OMol25 structures with the same formula, charge and spin: 63.5 kcal per mole
* largest force on an atom: 3.7 eV Å⁻¹